Model i:
A structure of composition C3H2FO2Tl. Source: the Open Molecules 2025 dataset; level of theory: ωB97M-V/def2-TZVPD.

Atoms and positions in Å:
O  1.33346  1.00128  -1.04387
C  0.27121  1.07155  -0.38021
O  -0.11426  2.01768  0.35486
C  0.36990  -1.39392  -0.51006
C  -0.29915  -0.30329  -0.10774
H  1.44174  -1.46305  -0.33658
H  -0.17020  -2.31699  -0.72876
F  -1.09011  -0.36689  1.01402
Tl  -1.74258  1.75362  1.73835

Values from the calculation:
- Highest occupied orbital energy (alpha / beta): -0.336 / -0.336 hartree
- LUMO energy (alpha / beta): -0.6 / -0.6 eV
- Kohn-Sham gap (alpha / beta): 8.6 / 8.6 eV
- Spin multiplicity: 1

***

Model ii:
A structure of composition C3H2FO2Tl. Source: the Open Molecules 2025 dataset; level of theory: ωB97M-V/def2-TZVPD.

Atoms and positions in Å:
F  -0.50128  1.02431  1.29910
O  0.92949  -0.83405  -0.05317
O  0.91993  1.68153  -0.68106
C  -0.45627  -1.27625  0.07117
C  -1.03051  0.07632  -0.01470
C  0.22833  0.74550  -0.36220
H  -0.71482  -1.86188  -0.83026
H  -1.86358  0.29761  -0.68761
Tl  2.48872  0.14690  1.25871

Values from the calculation:
- Highest occupied orbital energy (alpha / beta): -0.273 / -0.273 hartree
- LUMO energy (alpha / beta): -0.4 / -0.4 eV
- Kohn-Sham gap (alpha / beta): 7.0 / 7.0 eV
- Spin multiplicity: 1

***

Energies relative to the most stable structure, in hartree: model i 0.0000; model ii 0.1077.

***

Model i:
An isolated molecule of H4NPS. Source: the Open Molecules 2025 dataset; level of theory: ωB97M-V/def2-TZVPD.

Atoms and positions in Å:
N  -1.04497  -0.35244  0.54324
P  0.68777  0.16095  -0.07983
S  2.60638  -0.09166  0.34953
H  -1.70468  0.18163  0.01131
H  -1.38881  -1.32073  0.73700
H  0.24011  1.48973  0.03806
H  0.60420  -0.06749  -1.59931

Values from the calculation:
- Highest occupied orbital energy: -0.334 hartree
- LUMO energy: 0.1 eV
- SMILES string: N[PH2]=S
- Kohn-Sham gap: 9.2 eV
- Spin multiplicity: 1

***

Model ii:
A cluster of 2 separate species, H4NPS in total. Source: the Open Molecules 2025 dataset; level of theory: ωB97M-V/def2-TZVPD.

Atoms and positions in Å:
N  1.41823  0.15583  -0.23495
P  -2.34089  -0.40481  0.00196
S  0.72561  -1.32981  0.21380
H  1.57113  0.84642  0.41977
H  2.06387  0.05999  -0.98919
H  -1.72789  -0.14653  1.13962
H  -1.71006  0.81891  -0.55102

Values from the calculation:
- Highest occupied orbital energy (alpha / beta): -0.323 / -0.310 hartree
- LUMO energy (alpha / beta): -0.9 / -1.1 eV
- Kohn-Sham gap (alpha / beta): 7.9 / 7.4 eV
- Spin multiplicity: 1

***

Energies relative to the most stable structure, in hartree: model i 0.0000; model ii 0.0743.

***

Model i:
A structure of composition C2H5NO2P. Source: the Open Molecules 2025 dataset; level of theory: ωB97M-V/def2-TZVPD.

Atoms and positions in Å:
C  -0.43570  1.07170  -0.18913
C  -0.97180  -0.49228  -0.15424
N  1.72739  0.25119  0.41799
O  2.89000  0.24898  0.05097
O  0.92885  1.21052  -0.53689
P  0.58519  -1.61609  -0.09225
H  -0.99013  1.62414  -0.90940
H  -0.84314  1.47035  0.80880
H  -1.66746  -0.81725  0.59184
H  -1.55779  -0.78715  -1.17677
H  0.33459  -2.16411  1.18908

Values from the calculation:
- Net charge: -1
- Highest occupied orbital energy (alpha / beta): -0.067 / -0.066 hartree
- LUMO energy (alpha / beta): 4.4 / 4.4 eV
- Kohn-Sham gap (alpha / beta): 6.3 / 6.2 eV
- Spin multiplicity: 1

***

Model ii:
A structure of composition C2H5NO2P. Source: the Open Molecules 2025 dataset; level of theory: ωB97M-V/def2-TZVPD.

Atoms and positions in Å:
C  0.74606  0.97058  0.38227
C  0.80566  -0.50958  -0.21514
N  -1.48874  -0.06820  -0.54252
O  -2.72157  0.16701  -0.61537
O  -0.55601  1.22735  0.70489
P  -0.75711  -1.04148  0.62422
H  1.32502  0.98481  1.27171
H  1.01661  1.83049  -0.23101
H  0.88979  -0.46746  -1.21205
H  1.75845  -0.89268  0.13778
H  -1.01816  -2.20083  -0.30477

Values from the calculation:
- Net charge: -1
- Highest occupied orbital energy: -0.107 hartree
- LUMO energy: 4.6 eV
- Kohn-Sham gap: 7.5 eV
- Spin multiplicity: 1

***

Energies relative to the most stable structure, in hartree: model i 0.0028; model ii 0.0000.

***

Model i:
The ion C2H4NOS2 with charge -1. Source: the Open Molecules 2025 dataset; level of theory: ωB97M-V/def2-TZVPD.

Atoms and positions in Å:
O  -2.22825  1.68940  0.16805
N  -1.03083  1.33347  0.51504
C  -0.53708  0.22226  -0.26234
C  0.28562  -0.91470  0.39448
S  2.07453  -0.43109  0.73021
S  2.60860  0.78822  -0.73170
H  0.13195  0.70047  -1.02896
H  -1.33844  -0.31980  -0.97556
H  -0.08564  -1.33094  1.49348
H  0.11954  -1.73730  -0.30269

Values from the calculation:
- Net charge: -1
- Highest occupied orbital energy: -0.084 hartree
- LUMO energy: 3.0 eV
- SMILES string: O=NCCS[S-]
- Kohn-Sham gap: 5.3 eV
- Spin multiplicity: 1

***

Model ii:
A cluster of 2 separate species, C2H4NOS2 in total. Source: the Open Molecules 2025 dataset; level of theory: ωB97M-V/def2-TZVPD.

Atoms and positions in Å:
C  0.91849  -1.99547  1.10822
C  -0.79571  -0.12788  0.70714
N  0.06482  -1.16100  1.13810
O  1.70710  -2.84854  1.24622
S  1.78777  -0.90073  -1.97114
S  0.03213  -0.18653  -2.55704
H  -1.82647  -0.15493  0.92019
H  -0.41357  0.75115  1.02909
H  -0.54745  -0.00820  -0.45258
H  2.64275  0.30793  -2.14077

Values from the calculation:
- Net charge: -1
- Highest occupied orbital energy: -0.084 hartree
- LUMO energy: 3.7 eV
- Kohn-Sham gap: 6.0 eV
- Spin multiplicity: 1

***

Energies relative to the most stable structure, in hartree: model i 0.0846; model ii 0.0000.

***

Model i:
A cluster of 2 separate species, CH7N2OP in total. Source: the Open Molecules 2025 dataset; level of theory: ωB97M-V/def2-TZVPD.

Atoms and positions in Å:
H  1.41358  -0.88505  0.82169
N  0.51651  -1.29643  0.99152
P  -0.41870  -0.31163  0.25542
C  -2.18680  -0.56218  0.05932
N  0.24594  0.92803  -0.32863
H  -0.45037  1.48092  -0.59462
H  -2.34373  -0.32333  -1.04213
H  -2.16568  -1.58842  0.17761
H  -2.80645  0.15871  0.67667
O  3.45500  0.94190  0.44978
H  2.97726  1.40990  -0.22039
H  4.23165  0.40062  0.09435

Values from the calculation:
- Highest occupied orbital energy: -0.340 hartree
- LUMO energy: 0.5 eV
- SMILES string: [H]/N=P(/C)=N/[H].O
- Kohn-Sham gap: 9.7 eV
- Spin multiplicity: 1

***

Model ii:
A structure of composition CH7N2OP. Source: the Open Molecules 2025 dataset; level of theory: ωB97M-V/def2-TZVPD.

Atoms and positions in Å:
C  0.86092  -1.59879  0.45743
N  -0.87553  2.27836  0.83421
N  -0.06293  1.14922  -1.39365
O  0.03800  -0.61274  1.02086
P  0.43896  1.48146  0.15441
H  0.67308  -2.42562  1.03279
H  2.03801  -1.46287  0.69266
H  0.74863  -1.63219  -0.60253
H  -0.77943  2.46879  1.81697
H  -1.81701  1.95223  0.64312
H  0.54728  1.45341  -2.16590
H  -0.44788  0.26603  -1.64608

Values from the calculation:
- Highest occupied orbital energy (alpha / beta): -0.313 / -0.313 hartree
- LUMO energy (alpha / beta): 0.6 / 0.6 eV
- Kohn-Sham gap (alpha / beta): 9.1 / 9.1 eV
- Spin multiplicity: 1

***

Energies relative to the most stable structure, in hartree: model i 0.0154; model ii 0.0000.

***

Model i:
An isolated molecule of C9H12N2O2. Source: the Open Molecules 2025 dataset; level of theory: ωB97M-V/def2-TZVPD.

Atoms and positions in Å:
C  -0.16208  2.49332  0.04528
O  0.98508  1.92934  -0.64424
N  1.88958  1.42429  0.30319
C  2.32926  0.07575  0.13169
O  3.44800  -0.23183  0.40435
N  1.33441  -0.88617  -0.14359
C  1.62257  -2.28539  -0.33606
C  -0.04472  -0.57198  -0.02107
C  -0.88672  -0.55310  -1.21640
C  -2.23486  -0.22678  -1.04269
C  -2.79856  -0.12526  0.22526
C  -2.08495  -0.39154  1.37858
C  -0.70972  -0.60159  1.18628
H  -0.83082  1.51869  0.45624
H  0.22726  3.17809  0.88474
H  -0.69420  3.06644  -0.86699
H  2.78525  1.85869  0.18826
H  1.25489  -2.60247  -1.33952
H  2.74784  -2.18530  -0.49721
H  1.37449  -3.01356  0.54149
H  -0.35172  -0.91051  -2.18201
H  -2.83828  -0.02175  -1.96250
H  -3.89827  0.25362  0.13780
H  -2.48327  -0.47503  2.35990
H  0.01953  -0.71595  2.00922

Values from the calculation:
- Highest occupied orbital energy: -0.340 hartree
- LUMO energy: 0.8 eV
- SMILES string: CONC(=O)N(C)c1ccccc1
- Kohn-Sham gap: 10.1 eV
- Spin multiplicity: 1

***

Model ii:
An isolated molecule of C9H12N2O2. Source: the Open Molecules 2025 dataset; level of theory: ωB97M-V/def2-TZVPD.

Atoms and positions in Å:
C  1.74251  1.71661  0.93124
C  2.33578  0.90654  -0.21686
C  1.89030  -0.57591  -0.05098
C  2.70015  -1.40974  -1.04539
O  0.48664  -0.70915  -0.35023
C  -0.42096  -1.04102  0.62763
O  -0.39731  -1.51999  1.70482
C  -1.79838  -0.59355  0.14218
C  -3.03686  -1.40071  0.06154
N  -4.18115  -0.83023  -0.12651
C  -4.25480  0.51156  -0.31220
C  -3.07978  1.22566  -0.31790
N  -1.86388  0.71227  -0.07921
H  2.42103  2.53705  1.19138
H  1.80248  1.10361  1.82040
H  0.68067  2.07033  0.80501
H  2.12500  1.28953  -1.24455
H  3.38656  0.90224  -0.00800
H  2.04485  -0.92456  0.95971
H  2.31187  -2.43884  -1.06208
H  2.59305  -1.08355  -2.04705
H  3.73979  -1.39537  -0.66554
H  -2.91862  -2.47484  0.23878
H  -5.19928  1.09015  -0.48088
H  -3.10963  2.33193  -0.47532

Values from the calculation:
- Highest occupied orbital energy: -0.349 hartree
- LUMO energy: 0.4 eV
- SMILES string: CC[C@H](C)OC(=O)c1cnccn1
- Kohn-Sham gap: 9.9 eV
- Spin multiplicity: 1

***

Energies relative to the most stable structure, in hartree: model i 0.0877; model ii 0.0000.